No. 1
{
  "formula": "C4H3GdO",
  "method": "ωB97M-V/def2-TZVPD",
  "max_force_ev_per_a": 5.40,
  "s2": 20.04,
  "spin_multiplicity": 9,
  "charge": 1,
  "de_lowest_kcal_mol": 48.7,
  "e_homo_ha": [-0.421, -0.425],
  "molar_mass_g_mol": 224.32,
  "species": ["C", "C", "H", "H", "C", "C", "O", "Gd", "H"],
  "positions_angstrom": [[-3.71218, 1.37574, 0.07572], [-3.85605, 0.42371, -0.66620], [-3.37805, 2.04811, 0.84944], [-4.13139, -0.27904, -1.44469], [-1.12696, -1.68484, 0.10571], [-0.05207, -1.12346, 0.28889], [1.01255, -0.49596, 0.47107], [3.31839, 0.03440, 0.22983], [-1.91203, -2.41162, 0.01991]]
}

=====

No. 2
{
  "formula": "C17H31Cl3MoO2P2",
  "method": "ωB97M-V/def2-TZVPD",
  "max_force_ev_per_a": 3.21,
  "s2": 2.06,
  "spin_multiplicity": 3,
  "charge": 2,
  "de_lowest_kcal_mol": 13.4,
  "e_homo_ha": [-0.527, -0.525],
  "molar_mass_g_mol": 531.68,
  "species": ["P", "P", "C", "C", "H", "H", "H", "H", "C", "H", "H", "H", "C", "H", "H", "H", "C", "H", "H", "H", "C", "H", "H", "H", "Mo", "C", "C", "C", "C", "C", "C", "C", "C", "C", "H", "H", "H", "H", "H", "H", "H", "H", "H", "H", "H", "H", "H", "H", "H", "Cl", "C", "Cl", "Cl", "C", "O", "O"],
  "positions_angstrom": [[-0.34082, -1.50919, -5.39151], [0.20105, 1.79335, -5.45257], [-0.49167, -0.49255, -6.95041], [0.36810, 0.76917, -6.97190], [-1.55935, -0.28552, -7.11173], [-0.18752, -1.18923, -7.74312], [1.43604, 0.55038, -7.12093], [0.06451, 1.43810, -7.78867], [-1.38184, 2.57444, -5.93178], [-1.67481, 3.32328, -5.18882], [-2.19559, 1.84616, -6.04534], [-1.18901, 3.05607, -6.90046], [1.39121, 3.10537, -5.85724], [1.03150, 3.59298, -6.77126], [2.38691, 2.66734, -6.03193], [1.43350, 3.82752, -5.03126], [-1.34116, -2.90217, -5.99634], [-1.32102, -3.72522, -5.27385], [-0.89469, -3.21972, -6.94500], [-2.37489, -2.57533, -6.16742], [1.33278, -2.12372, -5.83532], [2.09501, -1.33622, -5.84704], [1.24062, -2.53855, -6.84642], [1.64300, -2.90713, -5.13898], [-0.40220, -0.26131, -1.20493], [0.53527, 1.80670, -2.19144], [-0.84271, 1.71520, -2.43161], [-1.55147, 0.75862, -3.36422], [-2.02114, -0.67916, -3.02122], [-0.91591, -1.77959, -2.96771], [0.49077, -1.59921, -2.79899], [1.32358, -0.42806, -3.31103], [1.65605, 0.80118, -2.41504], [0.76107, -1.06084, 0.32188], [0.84182, 2.69785, -1.62844], [-1.47161, 2.55716, -2.10503], [-0.89874, 0.60328, -4.25990], [-2.44109, 1.29288, -3.75266], [-2.66230, -0.65036, -2.09560], [-2.72755, -0.96957, -3.84175], [-1.30337, -2.81504, -2.90508], [1.06889, -2.52286, -2.61460], [0.87654, 0.00561, -4.23581], [2.29683, -0.84236, -3.66241], [2.12741, 0.47069, -1.44798], [2.46500, 1.33843, -2.95977], [1.04430, -0.12808, 0.85443], [1.61042, -1.59793, -0.13210], [0.08426, -1.69150, 0.91847], [-3.40229, 1.92408, 2.21444], [-1.90432, 1.13361, 1.96052], [-1.56946, -0.16987, 3.03854], [-2.26158, 0.17044, 0.11434], [-0.61462, 2.12964, 1.81413], [-0.66845, 3.01918, 2.68194], [0.20922, 1.85627, 0.90916]]
}

=====

No. 3
{
  "formula": "C12H30F2MnN2O4",
  "method": "ωB97M-V/def2-TZVPD",
  "max_force_ev_per_a": 2.81,
  "s2": 8.85,
  "spin_multiplicity": 6,
  "de_lowest_kcal_mol": 267.7,
  "e_homo_ha": [-0.318, -0.340],
  "molar_mass_g_mol": 359.32,
  "species": ["Mn", "F", "F", "C", "O", "C", "C", "N", "C", "C", "O", "C", "H", "H", "H", "H", "H", "H", "H", "H", "H", "H", "H", "H", "H", "H", "H", "C", "O", "C", "C", "N", "C", "C", "O", "C", "H", "H", "H", "H", "H", "H", "H", "H", "H", "H", "H", "H", "H", "H", "H"],
  "positions_angstrom": [[-0.04322, -0.03918, -0.07185], [1.41022, 2.23397, -1.98786], [-1.05786, -2.62968, 1.69016], [-3.05149, 2.17805, -1.56526], [-2.86503, 0.79522, -1.74045], [-3.88403, 0.15307, -2.44271], [-3.38847, -1.26979, -2.78998], [-2.03487, -1.28364, -3.29295], [-1.70848, -2.67993, -3.70085], [-2.39661, -3.00246, -5.09357], [-2.35491, -1.77450, -5.85756], [-2.64159, -1.88272, -7.20999], [-2.22026, 2.64787, -1.03950], [-3.96397, 2.36174, -0.99804], [-3.15867, 2.57806, -2.57353], [-4.14578, 0.78809, -3.28908], [-4.83642, -0.00248, -1.93591], [-3.98652, -1.67405, -3.60668], [-3.45527, -1.98947, -1.97408], [-2.03565, -0.82898, -4.19483], [-1.92234, -3.51539, -3.03423], [-0.65547, -2.65453, -3.98127], [-3.44072, -3.22031, -4.86892], [-1.99875, -3.86656, -5.62568], [-1.81740, -2.26179, -7.81424], [-2.86450, -0.90536, -7.63798], [-3.41881, -2.58792, -7.50450], [3.81438, -0.94526, 0.21990], [3.02957, -0.45604, 1.36855], [3.66097, -0.45420, 2.69267], [2.72015, 0.16489, 3.78597], [1.93969, 1.26634, 3.14915], [1.14472, 1.96724, 4.15241], [2.10687, 2.68444, 5.27944], [2.41102, 1.82670, 6.38589], [3.09050, 2.42026, 7.51076], [4.13188, -1.97733, 0.36863], [4.75617, -0.40774, 0.10946], [3.25849, -0.95519, -0.71764], [4.65047, -0.00029, 2.63824], [3.77390, -1.47844, 3.04802], [3.36709, 0.70092, 4.48040], [2.15733, -0.54450, 4.39268], [2.60602, 1.99555, 2.93854], [0.38059, 1.31945, 4.58203], [0.59431, 2.77180, 3.66470], [1.48521, 3.52689, 5.58264], [2.93538, 3.24407, 4.84528], [2.74831, 2.01571, 8.46332], [3.02994, 3.50198, 7.63041], [4.14367, 2.14554, 7.56964]]
}